Record 1
# C3H8O

2 unconnected molecules or ions with the total composition C3H8O at a distorted geometry (the ωB97M-V functional and the def2-TZVPD basis, OMol25).

Output
**Total charge**: 0
**SMILES**: C=O.CC
**Energy relative to the best compared isomer or geometry (same formula, charge and spin)**: 27.4 kcal/mol
**LUMO**: 0.9 eV
**Molecular weight**: 60.1 g mol⁻¹

Cartesian coordinates (Å):
C1 0.2039 -2.6112 -3.8444
O1 1.3513 -2.2406 -3.8047
H1 -0.1525 -3.2926 -4.6306
H2 -0.4634 -2.1431 -3.1043
C2 -1.1674 1.8638 2.9535
C3 -0.0499 2.3952 3.8557
H3 -0.8866 0.9243 2.4717
H4 -1.5132 2.4875 2.1348
H5 -2.0236 1.5345 3.5448
H6 0.4133 3.2962 3.4589
H7 -0.4329 2.6453 4.8454
H8 0.6822 1.6333 4.0009

Forces on atoms 1 to 3 (eV/Å):
0.9 1.2 0.2
-0.1 -0.5 -0.3
-0.2 -0.1 0.2

Record 2
# C3H8O

A molecular structure, C3H8O at a distorted geometry (the ωB97M-V functional and the def2-TZVPD basis, OMol25).

Output
**Total charge**: 0
**Energy relative to the best compared isomer or geometry (same formula, charge and spin)**: 109.4 kcal/mol
**LUMO**: 0.8 eV
**Molecular weight**: 60.1 g mol⁻¹

Cartesian coordinates (Å):
C1 -0.4787 0.3418 -0.4701
C2 -0.6188 1.4114 0.4660
C3 1.0800 -0.9709 0.1743
O1 -1.5047 -0.5450 -0.5509
H1 -1.2185 -1.3222 -1.0494
H2 0.0437 0.5670 -1.3957
H3 -1.3572 1.2926 1.2455
H4 -0.2591 2.3903 0.1855
H5 0.3485 0.4837 0.6801
H6 2.0167 -0.4819 0.4560
H7 0.6931 -1.5963 0.9809
H8 1.2552 -1.5706 -0.7220

Forces on atoms 1 to 3 (eV/Å):
0.9 -1.9 -0.9
1.4 -0.8 1.1
-0.8 0.2 -0.8

Record 3
# C3H8O

A single C3H8O molecule (the ωB97M-V functional and the def2-TZVPD basis, OMol25).

Output
**Total charge**: 0
**SMILES**: CCCO
**Energy relative to the best compared isomer or geometry (same formula, charge and spin)**: 4.4 kcal/mol
**LUMO**: 1.0 eV
**Molecular weight**: 60.1 g mol⁻¹

Cartesian coordinates (Å):
C1 -1.5433 0.1570 -0.0578
C2 -0.1882 -0.5313 -0.2149
C3 0.9594 0.3396 0.2888
O1 2.1806 -0.3706 0.4028
H1 -1.6998 0.4744 0.9805
H2 -2.3653 -0.5149 -0.3244
H3 -1.6225 1.0487 -0.6911
H4 -0.1720 -1.4668 0.3562
H5 -0.0176 -0.8009 -1.2660
H6 0.7182 0.7035 1.2950
H7 1.0752 1.2269 -0.3526
H8 2.6753 -0.2655 -0.4165

Forces on atoms 1 to 3 (eV/Å):
0.0 0.1 0.0
0.0 -0.1 0.0
-0.4 0.2 0.0

Record 4
# C3H8O

2 unconnected molecules or ions with the total composition C3H8O at a distorted geometry (the ωB97M-V functional and the def2-TZVPD basis, OMol25).

Output
**Total charge**: 0
**SMILES**: C=CC.O
**Energy relative to the best compared isomer or geometry (same formula, charge and spin)**: 39.0 kcal/mol
**LUMO**: 1.0 eV
**Molecular weight**: 60.1 g mol⁻¹

Cartesian coordinates (Å):
C1 0.2588 1.2731 0.4469
C2 0.2808 0.2131 -0.3932
C3 0.8674 -1.1205 -0.0545
H1 0.1239 2.2757 0.0569
H2 0.7135 1.1811 1.4275
H3 0.0531 0.3535 -1.4537
H4 0.3676 -1.9602 -0.5353
H5 1.8972 -1.0943 -0.4167
H6 0.8977 -1.2982 1.0225
O1 -1.8253 -0.3164 0.0881
H7 -1.3481 0.4841 0.5112
H8 -2.2865 0.0090 -0.6997

Forces on atoms 1 to 3 (eV/Å):
1.6 -0.1 -0.8
1.6 0.9 0.0
0.1 0.0 0.1

Record 5
# C3H8O

2 unconnected molecules or ions with the total composition C3H8O at a distorted geometry (the ωB97M-V functional and the def2-TZVPD basis, OMol25).

Output
**Total charge**: 0
**SMILES**: CC=O.C
**Energy relative to the best compared isomer or geometry (same formula, charge and spin)**: 13.4 kcal/mol
**LUMO**: 1.0 eV
**Molecular weight**: 60.1 g mol⁻¹

Cartesian coordinates (Å):
C1 -2.3395 0.2324 -0.3829
C2 -0.9644 -0.2843 -0.1027
O1 -0.6861 -1.4584 -0.0656
H1 -2.8651 0.4247 0.5577
H2 -3.0177 -0.4546 -0.8863
H3 -2.1760 1.1619 -0.9604
H4 -0.1850 0.4727 -0.0165
C3 2.4488 -0.0224 0.3637
H5 2.0838 0.4810 1.2921
H6 2.3007 0.6442 -0.5069
H7 1.8725 -0.9551 0.2516
H8 3.5281 -0.2421 0.4562

Forces on atoms 1 to 3 (eV/Å):
-0.1 0.6 0.0
-0.5 -1.3 -0.5
0.1 0.3 0.2

Record 6
# C3H8O

A single C3H8O molecule at a distorted geometry (the ωB97M-V functional and the def2-TZVPD basis, OMol25).

Output
**Total charge**: 0
**SMILES**: CCCO
**Energy relative to the best compared isomer or geometry (same formula, charge and spin)**: 21.3 kcal/mol
**LUMO**: 1.1 eV
**Molecular weight**: 60.1 g mol⁻¹

Cartesian coordinates (Å):
C1 -1.4964 0.1282 -0.0011
C2 -0.0717 -0.3524 -0.3061
C3 1.0190 0.5278 0.2315
O1 2.1845 -0.2537 0.1161
H1 -1.5503 0.7196 0.9244
H2 -2.1208 -0.7518 0.1193
H3 -1.9498 0.7418 -0.7960
H4 0.2880 -1.4234 0.0845
H5 0.0944 -0.4458 -1.3859
H6 0.8367 0.8813 1.2642
H7 0.9891 1.4023 -0.4317
H8 1.7772 -1.1739 0.1808

Forces on atoms 1 to 3 (eV/Å):
0.0 -0.4 0.1
0.1 -1.4 0.3
-0.6 0.3 -0.3

Record 7
# C3H8O

2 unconnected molecules or ions with the total composition C3H8O at a distorted geometry (the ωB97M-V functional and the def2-TZVPD basis, OMol25).

Output
**Total charge**: 0
**SMILES**: C=C.CO
**Energy relative to the best compared isomer or geometry (same formula, charge and spin)**: 56.2 kcal/mol
**LUMO**: 0.9 eV
**Molecular weight**: 60.1 g mol⁻¹

Cartesian coordinates (Å):
C1 3.3234 -1.4673 2.0991
C2 3.1994 -0.0816 2.1463
H1 2.7332 -2.0278 2.7663
H2 3.8330 -2.1164 1.4207
H3 2.6788 0.4665 2.8867
H4 3.7361 0.6791 1.5651
C3 -3.5599 0.5918 -1.8706
O1 -2.1957 0.8416 -1.8721
H5 -3.8209 0.6996 -0.8008
H6 -3.9702 1.5900 -2.3766
H7 -3.6926 -0.3448 -2.4428
H8 -1.7090 0.0639 -2.2906

Forces on atoms 1 to 3 (eV/Å):
-0.8 4.0 0.0
1.7 -2.7 -0.9
-0.7 -0.5 1.0

Record 8
# C3H8O

A molecular structure, C3H8O at a distorted geometry (the ωB97M-V functional and the def2-TZVPD basis, OMol25).

Output
**Total charge**: 0
**Energy relative to the best compared isomer or geometry (same formula, charge and spin)**: 121.3 kcal/mol
**LUMO**: -0.5 eV
**Molecular weight**: 60.1 g mol⁻¹

Cartesian coordinates (Å):
C1 0.5138 -1.1142 0.9174
C2 0.3854 0.3344 0.8240
C3 -0.7968 1.1404 0.0946
O1 0.2623 -0.1262 -1.9274
H1 0.6407 -0.5401 -0.1966
H2 -0.3632 -1.7478 0.8780
H3 1.3795 -1.6259 1.2254
H4 1.2185 0.9795 1.1191
H5 -1.0639 2.2357 0.2410
H6 -1.6839 0.5308 0.3696
H7 -0.8510 0.7501 -0.9884
H8 0.3586 -0.8168 -2.5567

Forces on atoms 1 to 3 (eV/Å):
-2.0 3.7 0.2
-1.5 0.4 -0.2
-0.9 -2.4 1.3

Record 9
# C3H8O

2 unconnected molecules or ions with the total composition C3H8O (the ωB97M-V functional and the def2-TZVPD basis, OMol25).

Output
**Total charge**: 0
**SMILES**: C=CC.O
**Energy relative to the best compared isomer or geometry (same formula, charge and spin)**: 20.5 kcal/mol
**LUMO**: 0.9 eV
**Molecular weight**: 60.1 g mol⁻¹

Cartesian coordinates (Å):
C1 1.5607 -1.0737 0.8098
C2 0.6532 -0.2206 0.3638
C3 -0.5178 -0.6740 -0.4617
H1 2.3149 -0.6859 1.4878
H2 1.5368 -2.1298 0.5855
H3 0.7605 0.8223 0.6463
H4 -0.5896 -0.1785 -1.4322
H5 -0.3705 -1.7230 -0.7155
H6 -1.4323 -0.7019 0.1283
O1 -1.6796 2.1716 -0.5218
H7 -1.2078 1.9546 0.2854
H8 -1.0284 2.4389 -1.1757

Forces on atoms 1 to 3 (eV/Å):
0.2 0.6 0.6
-0.3 -0.5 -0.3
0.5 -0.8 -0.2

Record 10
# C3H8O2

A molecular structure, C3H8O2 at a distorted geometry (the ωB97M-V functional and the def2-TZVPD basis, OMol25).

Output
**Total charge**: 0
**Energy relative to the best compared isomer or geometry (same formula, charge and spin)**: 102.7 kcal/mol
**LUMO**: 0.1 eV
**Molecular weight**: 76.1 g mol⁻¹

Cartesian coordinates (Å):
C1 0.0486 -0.4425 -1.2864
C2 -0.5617 0.3724 -0.2602
C3 0.4446 0.6419 0.7799
H1 1.2081 0.0753 -1.3149
H2 0.1421 -1.4914 -0.9205
H3 -0.3401 -0.3717 -2.4387
H4 -1.0965 1.1474 -0.9149
H5 -1.5855 -0.7040 1.0903
H6 1.5553 0.6670 0.1716
H7 0.2167 1.5665 1.3246
H8 1.4158 -0.6289 2.1357
O1 -1.7964 -0.2089 0.1463
O2 0.3490 -0.6230 1.4872

Forces on atoms 1 to 3 (eV/Å):
4.2 -0.8 -4.0
-3.9 1.9 -3.4
2.3 -0.3 -0.9

Record 11
# C3H8O2

A single C3H8O2 molecule at a distorted geometry (the ωB97M-V functional and the def2-TZVPD basis, OMol25).

Output
**Total charge**: 0
**SMILES**: COCCO
**Energy relative to the best compared isomer or geometry (same formula, charge and spin)**: 43.4 kcal/mol
**LUMO**: 1.0 eV
**Molecular weight**: 76.1 g mol⁻¹

Cartesian coordinates (Å):
C1 1.7906 0.5943 0.7117
O1 0.5198 0.0981 1.0609
C2 -0.0348 -0.5723 -0.0463
C3 -1.5499 -0.5378 -0.1577
O2 -1.8097 0.2109 -1.3888
H1 2.2152 1.1022 1.5795
H2 2.4767 -0.2095 0.3997
H3 1.7050 1.3055 -0.1239
H4 0.0449 0.0122 -0.9908
H5 0.4315 -1.5672 -0.1581
H6 -1.9723 -1.5254 -0.3546
H7 -2.0470 -0.0783 0.7028
H8 -1.7701 1.1673 -1.2345

Forces on atoms 1 to 3 (eV/Å):
0.3 0.2 0.0
-0.3 0.1 -0.1
-0.1 0.2 -0.9

Record 12
# C3H8O2

2 unconnected molecules or ions with the total composition C3H8O2 (the ωB97M-V functional and the def2-TZVPD basis, OMol25).

Output
**Total charge**: 0
**Energy relative to the best compared isomer or geometry (same formula, charge and spin)**: 98.4 kcal/mol
**LUMO (spin up / spin down)**: -1.3 / -1.5 eV
**Molecular weight**: 76.1 g mol⁻¹

Cartesian coordinates (Å):
C1 1.0687 -1.2103 -0.9650
C2 0.4028 -0.0666 -0.1354
O1 0.9355 1.1177 -0.2209
C3 -1.0487 -0.2078 -0.0449
O2 -0.8238 1.6818 1.6188
H1 0.9261 -0.9894 -2.0277
H2 0.6636 -2.2058 -0.7468
H3 2.1392 -1.1919 -0.7426
H4 0.4844 -0.4690 0.9505
H5 -0.0522 1.7448 0.9727
H6 -1.7445 0.5894 -0.3012
H7 -1.4885 -1.1276 0.3444
H8 -1.4625 2.3348 1.2982

Forces on atoms 1 to 3 (eV/Å):
0.1 -0.1 0.0
-0.3 -0.1 -0.4
-0.2 -0.1 -0.1